Record 1
Molecular formula: C12H11CaNO4
Method: DFT, wB97M-V/def2-TZVPD

The geometry in XYZ format:
```
29
Properties=species:S:1:pos:R:3:forces:R:3
Ca -0.200 1.801 -0.511 -0.212 -1.317 0.468
O 3.514 1.464 -0.864 -4.693 0.496 0.382
C 2.371 1.584 -0.769 5.195 -0.555 -0.426
C -2.672 1.405 -0.110 -3.877 -0.910 0.717
O -3.759 1.126 0.101 3.254 0.815 -0.619
C -0.418 0.912 -2.902 -0.486 -1.843 -4.379
O -0.534 0.467 -3.952 0.420 1.631 3.749
C 0.154 2.402 1.936 0.644 0.899 5.128
O 0.293 2.598 3.061 -0.556 -0.734 -4.447
C 0.332 4.110 -1.289 -1.826 1.074 -0.117
H 1.007 4.455 -0.506 -0.166 -0.053 0.058
H 0.800 3.924 -2.255 -0.169 -0.063 0.014
C -1.023 4.052 -1.111 1.635 1.252 -0.573
H -1.708 3.809 -1.924 0.176 -0.029 -0.028
H -1.501 4.341 -0.175 0.180 -0.022 -0.002
N -0.161 -0.534 0.223 -0.256 1.380 -0.418
C 0.088 -1.887 0.578 -0.096 -1.088 0.358
C -0.142 -2.881 -0.382 0.138 -0.321 0.603
C 0.021 -4.216 0.014 0.022 0.113 0.117
C 0.409 -4.530 1.324 -0.043 0.456 -0.138
C 0.655 -3.507 2.251 -0.041 0.024 -0.165
C 0.498 -2.162 1.888 -0.107 -0.585 -0.264
H -0.046 -0.437 -0.789 0.465 -0.438 0.145
H 0.468 0.060 0.763 0.439 -0.446 -0.065
H -0.451 -2.640 -1.413 0.146 -0.070 0.590
H -0.164 -5.020 -0.701 0.080 0.307 0.234
H 0.523 -5.572 1.623 -0.020 0.315 -0.097
H 0.967 -3.761 3.267 -0.105 0.115 -0.361
H 0.681 -1.363 2.625 -0.141 -0.405 -0.464
```
Forces are in eV/Å.

The frontier orbital gap is 0.2166 Eh. Its max |F| is 0.10203 Eh/bohr. Its total charge is +2.

Record 2
Molecular formula: C12H11ClO
Method: DFT, wB97M-V/def2-TZVPD

The geometry in XYZ format:
```
25
Properties=species:S:1:pos:R:3:forces:R:3
O -0.273 -2.061 2.232 -1.117 0.562 -1.420
Cl 3.825 1.080 1.922 -1.330 -1.227 -1.302
C -0.536 -1.413 1.222 3.508 -1.625 1.821
C 2.907 0.007 0.763 -5.270 2.705 0.484
C 1.525 0.086 0.367 7.060 -2.649 1.804
C -1.579 1.504 -0.467 1.971 2.248 0.657
C -0.842 0.045 1.214 -2.048 0.221 2.622
C -0.123 -1.773 -0.208 -2.062 1.092 0.428
C 0.402 0.856 0.798 -0.322 1.929 -2.432
C 1.093 -0.878 -0.683 -2.652 0.684 0.480
C -1.814 0.182 0.037 0.487 -2.526 0.239
C -0.074 1.330 -0.664 -0.244 0.828 -0.750
C -1.142 -0.829 -0.983 -0.681 -0.728 0.272
C 0.026 -0.030 -1.459 1.360 1.209 -1.025
H 3.383 -0.844 0.438 1.732 -1.311 -0.744
H -2.064 1.788 -1.320 -1.337 0.263 -2.653
H -1.758 2.366 0.189 -0.076 -0.495 0.493
H -1.252 0.376 2.246 0.683 -0.493 -1.740
H -0.083 -2.795 -0.528 0.000 -0.551 0.292
H 0.749 1.688 1.382 -0.516 0.298 0.741
H 1.767 -1.412 -1.283 1.287 -0.500 -0.428
H -2.807 -0.137 0.127 -1.536 -0.241 1.036
H 0.415 2.238 -1.113 -0.033 -1.076 0.601
H -1.872 -1.317 -1.683 0.848 0.650 0.486
H 0.128 -0.055 -2.545 0.290 0.736 0.036
```
Forces are in eV/Å.

The SMILES is O=C1[C@@H]2[C@H]3C[C@H]4[C@@H]2/C(=C\Cl)[C@H]2[C@@H]1[C@@H]3[C@@H]42. The frontier orbital gap is 0.3499 Eh. Its max |F| is 0.15078 Eh/bohr.